Version one
Molecular formula: C4H12N2O2
Method: DFT, wB97M-V/def2-TZVPD

Properties
Lowest unoccupied orbital energy (spin up / spin down)   0.422 / 0.422 eV
HOMO (spin up / spin down)   -8.51 / -8.51 eV
Gap between HOMO and LUMO (spin up / spin down)   8.9 / 8.9 eV

XYZ file:
```
20
C4H12N2O2 wB97M-V/def2-TZVPD
C 0.190 0.498 -0.611
C -2.753 0.288 -0.784
C 2.652 -0.202 0.909
C -0.063 -1.528 0.727
N -0.424 -0.157 0.431
N -0.110 1.805 -0.780
O -1.621 -0.522 -0.900
O 1.579 0.654 0.688
H 0.635 -0.033 -1.449
H -0.313 2.297 0.080
H 0.455 2.314 -1.441
H -3.450 -0.009 -1.577
H -3.257 0.163 0.182
H -2.519 1.353 -0.927
H 2.916 -0.829 0.042
H 3.532 0.409 1.154
H 2.522 -0.871 1.775
H -0.985 -2.064 0.941
H 0.464 -2.038 -0.085
H 0.552 -1.527 1.625
```

Here are the natural (NBO) charges for atoms 1 to 4, given in e:
1 C 0.448
2 C -0.260
3 C -0.247
4 C -0.436


Version two
Molecular formula: C4H12N2O2
Method: DFT, wB97M-V/def2-TZVPD

Properties
Lowest unoccupied orbital energy   0.706 eV
HOMO   -8.78 eV
SMILES   [H]/N=C/C.CN(O)CO
Gap between HOMO and LUMO   9.5 eV

XYZ file:
```
20
C4H12N2O2 wB97M-V/def2-TZVPD
H 1.077 1.967 1.388
N 0.667 2.003 0.457
C 1.465 1.722 -0.499
C 1.037 1.916 -1.912
H 2.549 1.666 -0.348
H -0.046 1.947 -1.978
H 1.464 2.840 -2.298
H 1.421 1.098 -2.524
C -1.399 -2.079 1.603
N -0.357 -1.397 0.857
O 0.529 -2.375 0.284
C -0.901 -0.595 -0.238
O -1.511 0.533 0.234
H -0.947 -2.573 2.463
H -1.934 -2.815 0.991
H -2.093 -1.318 1.951
H 1.343 -2.293 0.795
H 0.002 -0.307 -0.851
H -1.624 -1.170 -0.841
H -0.743 1.229 0.466
```

Here are the natural (NBO) charges for atoms 1 to 4, given in e:
1 H 0.362
2 N -0.656
3 C 0.188
4 C -0.689


Version three
Molecular formula: C4H12N2O2
Method: DFT, wB97M-V/def2-TZVPD

Properties
Lowest unoccupied orbital energy   0.779 eV
HOMO   -9.27 eV
SMILES   C[C@@H](CN)NC=O.O
Gap between HOMO and LUMO   10.1 eV

XYZ file:
```
20
C4H12N2O2 wB97M-V/def2-TZVPD
C -1.708 0.305 0.044
C -0.669 -0.576 -0.673
C 0.572 0.324 -1.042
N 0.415 1.220 -2.175
N -0.301 -1.732 0.174
C 0.909 -1.862 0.881
O 1.608 -0.939 1.211
H -2.768 0.126 -0.024
H -1.378 1.311 -0.247
H -1.506 0.463 1.112
H -1.175 -0.985 -1.566
H 0.844 0.803 -0.108
H 1.352 -0.398 -1.285
H 0.429 2.187 -1.843
H -0.530 1.235 -2.552
H -0.661 -2.611 -0.159
H 1.341 -2.877 1.001
O 0.776 1.583 2.192
H 1.696 1.727 2.466
H 0.752 0.699 2.592
```

Here are the natural (NBO) charges for atoms 1 to 4, given in e:
1 C -0.646
2 C -0.047
3 C -0.246
4 N -0.826


Version four
Molecular formula: C4H12N2O2
Method: DFT, wB97M-V/def2-TZVPD

Properties
Lowest unoccupied orbital energy   0.728 eV
HOMO   -9.51 eV
SMILES   CC(C)NC(N)=O.O
Gap between HOMO and LUMO   10.2 eV

XYZ file:
```
20
C4H12N2O2 wB97M-V/def2-TZVPD
C -1.541 -0.022 0.268
C -0.173 -0.695 0.099
C 0.745 -0.461 1.319
N 0.493 -0.255 -1.139
C 0.760 1.040 -1.430
N 1.245 1.285 -2.701
O 0.568 1.967 -0.657
H -1.846 -0.103 1.302
H -1.403 1.039 0.083
H -2.256 -0.376 -0.463
H -0.310 -1.770 0.014
H 1.582 0.213 1.171
H 1.089 -1.400 1.754
H 0.211 -0.045 2.180
H 0.751 -0.987 -1.771
H 1.565 0.597 -3.355
H 1.150 2.235 -3.021
O -1.459 -2.134 3.316
H -1.666 -1.185 3.317
H -2.216 -2.618 2.965
```

Here are the natural (NBO) charges for atoms 1 to 4, given in e:
1 C -0.620
2 C -0.036
3 C -0.623
4 N -0.638


It is version four that is the most stable of them.